[1]
{
  "formula": "C3H9NOS",
  "method": "the ωB97M-V functional and the def2-TZVPD basis",
  "total_charge": 0,
  "homo_lumo_gap_ev": 9.74,
  "species": ["N", "C", "C", "S", "H", "H", "H", "H", "H", "H", "H", "C", "O", "H", "H"],
  "xyz": [[-1.678876, -0.024543, 1.966270], [-1.738354, 0.483050, 0.600401], [-0.369307, 0.250842, -0.046998], [-0.152709, 1.370928, -1.504553], [-1.055270, 0.542580, 2.517966], [-2.581658, 0.040036, 2.418209], [-1.952033, 1.559055, 0.554186], [-2.484195, -0.061025, 0.029696], [0.437619, 0.478569, 0.638739], [-0.292782, -0.758656, -0.428008], [0.946375, 0.721594, -1.945205], [1.892375, -2.224821, -0.029217], [2.375703, -1.288057, 0.533941], [1.789212, -3.186964, 0.490850], [1.522011, -2.136344, -1.059702]],
  "forces_ev_per_angstrom": [[-0.3, -0.2, 0.0], [0.8, 0.3, 0.0], [-0.4, 0.6, -0.6], [0.1, -0.5, 0.2], [0.2, 0.1, 0.1], [-0.1, -0.1, 0.0], [-0.2, 0.0, -0.1], [-0.2, 0.0, 0.0], [0.0, -0.2, 0.2], [0.1, -0.2, 0.2], [-0.2, 0.3, 0.0], [0.0, 0.0, 0.2], [0.3, 0.4, 0.1], [-0.1, -0.3, -0.1], [-0.1, -0.2, -0.2]],
  "lowdin_charge": [-0.0152, -0.3674, -0.5629, 0.6730, 0.0634, 0.0629, 0.0920, 0.1074, 0.0546, 0.0400, -0.1571, -0.1498, -0.0047, 0.0847, 0.0790]
}

=====

[2]
{
  "formula": "H4NO2SSi",
  "method": "the ωB97M-V functional and the def2-TZVPD basis",
  "total_charge": -1,
  "multiplicity": 3,
  "homo_lumo_gap_ev": [5.74, 8.62],
  "species": ["N", "O", "O", "Si", "S", "H", "H", "H", "H"],
  "xyz": [[1.225218, -0.274597, -0.245062], [-0.067065, -0.041169, 2.641283], [-1.442518, 0.460450, 0.015769], [-0.391768, -0.179097, -0.966594], [-1.288101, 0.847344, 1.990199], [1.401726, -0.089053, 0.670483], [1.987493, 0.110395, -0.830532], [-0.579269, 0.752895, -2.106286], [-0.845716, -1.587167, -1.169260]],
  "forces_ev_per_angstrom": [[0.2, 0.0, -4.9], [-2.9, 2.2, -1.6], [-1.2, 0.3, -0.4], [0.2, -0.3, 1.3], [3.2, -1.9, 3.3], [0.1, 0.6, 3.2], [-0.7, -0.4, 0.6], [0.9, -0.4, -0.9], [0.3, -0.1, -0.7]],
  "lowdin_charge": [-0.1152, -0.7689, -0.7486, 0.1814, 0.6558, -0.0739, 0.0037, -0.0658, -0.0684]
}

=====

[3]
{
  "formula": "C32H72FIN5O3Si",
  "method": "the ωB97M-V functional and the def2-TZVPD basis",
  "total_charge": 1,
  "homo_lumo_gap_ev": 4.32,
  "species": ["C", "C", "O", "C", "O", "C", "N", "C", "C", "C", "C", "F", "C", "C", "C", "O", "Si", "C", "C", "C", "N", "I", "H", "H", "H", "H", "H", "H", "H", "H", "H", "H", "H", "H", "H", "H", "H", "H", "H", "H", "H", "H", "H", "H", "H", "H", "H", "H", "H", "C", "C", "N", "C", "C", "C", "C", "H", "H", "H", "H", "H", "H", "H", "H", "H", "H", "H", "H", "H", "H", "H", "C", "C", "N", "C", "C", "C", "C", "H", "H", "H", "H", "H", "H", "H", "H", "H", "H", "H", "H", "H", "H", "H", "C", "C", "N", "C", "C", "C", "C", "H", "H", "H", "H", "H", "H", "H", "H", "H", "H", "H", "H", "H", "H", "H"],
  "xyz": [[6.608210, -1.405072, 5.647015], [5.301741, -2.108867, 4.881738], [5.557070, -3.584500, 4.872892], [5.070111, -1.491488, 3.371164], [4.925990, 0.000061, 3.376017], [3.462493, 0.213769, 3.345639], [2.464405, 0.124719, 2.212227], [1.071505, 0.414717, 2.727834], [-0.361150, 0.469204, 1.912937], [-0.821855, 1.996521, 1.523012], [0.365586, 2.931255, 0.883083], [-1.475725, 2.671335, 2.690660], [1.297743, 0.684249, 4.332862], [0.130679, 1.022748, 5.482528], [-0.172887, -0.412357, 6.230006], [-1.271893, -0.389259, 7.197516], [-2.841935, -0.682833, 6.487729], [-3.941733, -1.432041, 7.934297], [-3.789999, 0.899871, 5.901100], [-2.898281, -1.981485, 5.071510], [2.794713, 0.582445, 4.678762], [3.646486, 0.874071, 6.550304], [6.294869, -0.700490, 6.531822], [7.299732, -2.305484, 6.016193], [7.184076, -0.823674, 4.782554], [4.319493, -1.931095, 5.493337], [5.149916, -3.954206, 5.721524], [4.054679, -1.951084, 2.958512], [5.964270, -1.837644, 2.665218], [2.682698, -0.108587, 1.218851], [-0.304056, -0.247844, 0.964363], [-1.182664, 0.015382, 2.649399], [-1.666408, 1.890472, 0.695517], [1.393154, 2.884141, 1.469147], [0.516317, 2.693773, -0.260839], [-0.009243, 4.060138, 0.980266], [-0.808799, 1.498744, 4.951979], [0.666809, 1.770871, 6.236783], [0.814925, -0.664610, 6.851812], [-0.239457, -1.230186, 5.398153], [-4.331503, -0.608334, 8.669708], [-3.172300, -2.090089, 8.566818], [-4.760332, -2.170414, 7.541483], [-3.576604, 1.112422, 4.758162], [-3.389930, 1.797332, 6.545043], [-4.967337, 0.839303, 6.092174], [-2.662022, -1.475543, 4.017058], [-3.939826, -2.531699, 4.943030], [-2.104090, -2.842068, 5.274214], [-5.048627, 0.929087, -4.634207], [-4.000460, -0.043365, -4.098489], [-2.877992, 0.609423, -3.419870], [-1.747871, -0.291120, -3.169941], [-1.976485, -1.460154, -2.217875], [-3.219395, 1.502161, -2.311476], [-4.013513, 0.915217, -1.148570], [-4.594854, 1.679158, -5.289018], [-5.796960, 0.383525, -5.217650], [-5.578655, 1.443468, -3.826399], [-3.615892, -0.599848, -4.962896], [-4.495520, -0.776287, -3.450362], [-0.890004, 0.292056, -2.813207], [-1.422236, -0.701082, -4.134959], [-2.010595, -1.132641, -1.177070], [-1.142514, -2.166928, -2.299807], [-2.892685, -2.012339, -2.444289], [-3.787950, 2.348510, -2.715204], [-2.304940, 1.962452, -1.915470], [-4.848112, 0.292129, -1.480410], [-4.435933, 1.727513, -0.546334], [-3.380215, 0.324940, -0.483405], [7.403134, -5.630571, -2.031316], [7.219120, -5.463387, -0.524830], [5.876536, -5.023591, -0.136710], [5.790017, -4.587725, 1.260841], [6.037713, -5.634785, 2.341417], [4.762347, -5.851529, -0.600581], [4.758240, -7.323025, -0.197889], [7.135151, -4.714855, -2.566985], [8.450963, -5.854921, -2.254406], [6.803111, -6.456315, -2.426522], [7.946334, -4.707943, -0.200442], [7.498762, -6.399818, -0.027611], [4.812090, -4.123101, 1.437115], [6.513402, -3.774884, 1.407028], [5.189405, -6.313530, 2.448095], [6.168349, -5.137317, 3.309513], [6.939872, -6.223956, 2.155461], [4.730163, -5.801277, -1.695569], [3.812823, -5.398880, -0.286847], [5.735579, -7.796530, -0.322446], [4.049815, -7.873237, -0.827454], [4.433956, -7.458603, 0.835743], [-2.684933, 4.736506, -5.541345], [-2.912640, 5.779547, -6.632916], [-3.945961, 5.407151, -7.602535], [-3.956691, 6.259941, -8.795535], [-4.304376, 7.732425, -8.605176], [-5.264793, 5.085891, -7.055226], [-5.963907, 6.153999, -6.219845], [-2.464268, 3.754890, -5.971496], [-1.832633, 5.029538, -4.920245], [-3.551724, 4.642509, -4.879599], [-1.957631, 5.896530, -7.161155], [-3.128659, 6.745295, -6.160693], [-4.634994, 5.830914, -9.543285], [-2.962989, 6.205478, -9.259169], [-5.372511, 7.875988, -8.431455], [-4.054799, 8.287867, -9.516739], [-3.748305, 8.191725, -7.783336], [-5.170044, 4.183877, -6.438823], [-5.935853, 4.781242, -7.868726], [-5.294866, 6.628237, -5.497075], [-6.782260, 5.697397, -5.651720], [-6.408282, 6.930368, -6.845720]],
  "forces_ev_per_angstrom": [[0.0, -0.6, -1.2], [0.4, 0.5, 1.4], [-1.5, 1.6, 0.9], [0.1, -2.9, -0.2], [-5.0, -1.0, -0.5], [-0.9, 1.0, 1.7], [0.1, 1.1, 5.2], [2.5, 0.5, 4.9], [0.4, -0.2, 1.0], [-0.2, 0.0, -1.1], [-0.5, 0.9, 0.7], [1.7, -1.6, -2.2], [0.2, -0.4, -3.4], [1.5, -0.4, -0.6], [1.7, 0.1, 0.4], [0.0, -0.3, -3.0], [-2.2, -0.4, 1.3], [1.3, -0.7, 1.0], [0.0, 1.2, -0.3], [0.7, -1.1, -1.5], [-2.6, -1.3, -7.0], [-0.4, 0.0, -1.1], [0.8, -1.4, -1.9], [-1.6, 2.2, -0.7], [-1.0, -1.0, 2.2], [1.7, -0.2, -1.1], [0.8, 0.9, -1.8], [2.4, 0.8, 0.7], [-1.9, 1.1, 1.5], [0.1, 0.3, 1.4], [-0.1, 1.8, 2.0], [1.9, 1.0, -1.6], [1.6, 0.3, 2.0], [-2.2, -0.1, -1.2], [-0.3, 0.3, 2.4], [0.8, -2.5, -0.3], [2.0, -0.9, 1.1], [-1.5, -1.5, -1.6], [-2.1, 0.5, -1.3], [-0.3, 1.4, 1.5], [0.5, -1.7, -1.5], [-1.7, 1.2, -1.2], [1.4, 1.7, 0.8], [-0.6, -0.2, 2.3], [-0.8, -1.5, -1.3], [2.7, -0.1, -0.5], [-0.4, -1.2, 2.1], [2.1, 1.4, 0.5], [-1.6, 1.7, -0.6], [0.0, 0.1, 0.1], [0.0, 0.2, -0.1], [0.5, 0.0, 0.1], [-0.1, 0.1, -0.4], [0.2, -0.3, 0.2], [-0.2, 0.1, -0.4], [-0.1, 0.1, 0.4], [0.0, -0.1, 0.1], [0.1, 0.0, 0.1], [0.0, 0.0, -0.1], [0.2, 0.0, 0.3], [-0.1, -0.1, 0.0], [-0.2, 0.1, 0.0], [-0.2, 0.1, 0.0], [-0.1, 0.0, 0.0], [-0.1, 0.1, 0.0], [0.1, 0.1, 0.1], [0.0, -0.2, -0.1], [0.1, -0.2, -0.2], [0.1, 0.0, 0.0], [0.0, -0.1, -0.1], [-0.1, -0.1, 0.0], [-0.1, -0.1, 0.0], [-0.1, 0.0, -0.2], [-0.2, 0.4, 0.2], [0.2, 0.0, -0.2], [0.0, -0.1, 0.5], [0.1, 0.0, -0.4], [-0.2, -0.3, 0.1], [0.0, -0.1, 0.1], [-0.1, 0.0, 0.1], [0.1, 0.1, 0.0], [-0.3, 0.0, 0.2], [0.1, -0.1, 0.0], [-0.1, -0.1, -0.2], [0.1, -0.1, -0.2], [0.1, 0.0, -0.1], [0.0, -0.1, -0.2], [-0.1, 0.0, -0.1], [0.2, 0.0, 0.1], [0.3, 0.1, 0.1], [-0.1, 0.1, 0.0], [0.1, 0.1, 0.1], [0.1, -0.1, -0.1], [-0.1, 0.0, 0.0], [-0.1, -0.2, -0.1], [0.0, 0.0, -0.3], [0.3, -0.2, 0.0], [-0.1, 0.3, -0.2], [0.2, -0.3, 0.2], [-0.3, 0.1, 0.1], [-0.1, 0.1, 0.0], [-0.1, 0.0, -0.1], [0.1, 0.0, -0.1], [-0.3, 0.1, -0.2], [0.1, 0.1, 0.1], [0.0, -0.1, 0.2], [0.0, -0.1, 0.2], [0.1, 0.0, 0.1], [0.0, -0.1, 0.1], [-0.1, -0.1, -0.1], [0.1, 0.1, 0.0], [0.3, 0.1, -0.1], [0.0, 0.0, -0.1], [0.1, 0.0, -0.1], [0.1, 0.0, 0.1]],
  "lowdin_charge": [-0.0680, -0.3387, -0.1188, -0.1190, -0.0914, -0.1542, 0.1374, -0.0564, -0.0703, -0.2672, -0.0669, -0.1106, -0.0869, -0.1029, -0.2672, -0.2544, 0.4595, -0.2121, -0.2183, -0.2208, -0.4125, 1.0819, 0.0309, 0.1077, 0.0986, 0.1017, 0.1306, 0.1418, 0.1555, 0.1753, 0.1380, 0.1247, 0.1414, 0.0839, 0.0964, 0.1102, 0.1185, 0.1067, 0.1112, 0.1131, 0.0501, 0.0527, 0.0491, 0.0381, 0.0509, 0.0716, 0.0360, 0.0689, 0.0590, -0.0840, -0.2634, -0.1858, -0.2518, -0.0936, -0.2515, -0.0921, 0.0689, 0.0780, 0.0671, 0.1209, 0.0974, 0.1043, 0.1125, 0.0385, 0.0721, 0.0723, 0.1019, 0.1011, 0.0732, 0.0769, 0.0401, -0.0907, -0.2685, -0.1915, -0.2609, -0.0821, -0.2524, -0.0871, 0.0787, 0.0755, 0.0662, 0.1174, 0.0985, 0.0992, 0.0961, 0.0608, 0.0450, 0.0745, 0.1022, 0.1109, 0.0712, 0.0757, 0.0543, -0.0985, -0.2697, -0.1907, -0.2519, -0.0932, -0.2487, -0.0888, 0.0768, 0.0701, 0.0588, 0.1181, 0.0962, 0.1125, 0.1089, 0.0554, 0.0736, 0.0674, 0.0898, 0.1168, 0.0676, 0.0730, 0.0555]
}

=====

The calculation returns the following ΔE to the lowest compared entry with this formula, charge and spin values, one per record and in order: 1.639 0.000 10.777 eV.